{"formula": "C4H15NO2", "method": "ωB97M-V/def2-TZVPD", "species": ["O", "O", "N", "C", "C", "C", "C", "H", "H", "H", "H", "H", "H", "H", "H", "H", "H", "H", "H", "H", "H", "H"], "positions_angstrom": [[-3.937, -2.108, 0.702], [-2.031, -2.261, -1.099], [-0.433, 2.277, 0.640], [2.335, 0.078, -0.974], [0.381, 1.638, -0.369], [1.085, -0.171, 1.293], [1.572, 0.808, 0.153], [2.240, -1.052, -0.836], [2.399, 1.451, 0.613], [-0.850, 1.653, 1.291], [1.697, -1.008, 1.258], [1.184, 0.149, 2.312], [-0.311, 1.037, -1.093], [-3.222, -2.075, 0.124], [-2.456, -2.987, -1.589], [0.215, -0.697, 1.022], [-2.061, -1.447, -1.693], [1.985, 0.182, -2.011], [3.365, 0.273, -0.926], [0.204, 2.969, 1.083], [0.819, 2.546, -0.914], [-4.178, -1.255, 1.015]], "nbo_charge": [-0.9587, -0.9534, -0.2666, -0.6182, -0.2818, -0.6641, -0.1996, 0.2414, 0.2420, 0.4102, 0.2539, 0.2372, 0.2604, 0.4739, 0.5027, 0.2302, 0.4779, 0.2381, 0.2439, 0.4104, 0.2617, 0.4586], "mol_weight_da": 109.2, "e_lumo_ha": [-0.12830, -0.33475], "e_above_lowest_kcal_mol": 39.4, "homo_energy_ev": [-13.37, -13.37], "homo_lumo_gap_ev": [9.882, 4.264], "spin_multiplicity": 2, "charge": 1}


{"formula": "C34H51BrFeN2P2", "method": "ωB97M-V/def2-TZVPD", "species": ["Br", "Fe", "P", "P", "N", "N", "C", "C", "C", "C", "C", "C", "C", "C", "C", "C", "C", "C", "C", "C", "C", "C", "C", "C", "C", "C", "C", "C", "C", "C", "C", "C", "C", "C", "C", "C", "C", "C", "C", "C", "H", "H", "H", "H", "H", "H", "H", "H", "H", "H", "H", "H", "H", "H", "H", "H", "H", "H", "H", "H", "H", "H", "H", "H", "H", "H", "H", "H", "H", "H", "H", "H", "H", "H", "H", "H", "H", "H", "H", "H", "H", "H", "H", "H", "H", "H", "H", "H", "H", "H", "H"], "positions_angstrom": [[-0.638, -1.637, 2.759], [-0.070, -1.757, 0.503], [-1.063, 3.965, 3.403], [-2.259, -0.884, -0.333], [5.810, 5.370, -6.619], [0.900, -5.059, 3.033], [1.733, 0.260, -2.771], [1.674, -5.822, 0.076], [4.980, 5.917, -5.736], [-0.158, -5.960, 2.502], [0.809, -0.374, -0.622], [4.398, 3.742, -4.848], [1.341, -4.553, 0.588], [2.152, 1.638, -0.832], [1.319, -6.184, -1.227], [0.139, 2.576, 5.468], [1.407, 0.748, -0.039], [-5.066, -0.719, 0.496], [0.351, 5.815, 1.870], [-2.655, 1.386, -2.061], [-2.503, -1.794, -1.901], [0.291, 4.322, 2.191], [-2.355, 0.930, -0.634], [4.243, 5.141, -4.831], [3.680, 2.927, -3.900], [0.654, -3.621, -0.191], [0.324, -3.978, -1.487], [0.662, -5.237, -2.023], [1.842, -5.795, 3.933], [-2.375, 3.360, 2.251], [0.994, -0.627, -1.980], [-0.485, 2.350, 4.091], [-3.770, 3.642, 2.804], [1.710, -4.247, 1.998], [3.066, 2.276, -3.068], [-3.939, -1.959, -2.404], [5.273, 3.187, -5.803], [-3.679, -1.314, 0.754], [2.325, 1.405, -2.211], [5.964, 4.050, -6.667], [-4.051, 2.914, 3.573], [-1.372, 1.327, -0.337], [-3.742, -2.412, 0.735], [1.164, 2.953, 5.389], [-0.221, -3.279, -2.136], [0.419, -4.325, 3.578], [4.886, 7.007, -5.734], [6.661, 3.652, -7.413], [-4.513, 3.586, 2.002], [-3.081, 1.364, 0.071], [-5.807, -1.226, 1.126], [1.558, -3.189, 2.260], [-1.363, 1.692, 4.158], [-3.832, 4.643, 3.249], [-0.657, -6.417, 3.358], [0.299, -6.750, 1.900], [-3.341, -1.039, 1.764], [-2.219, 3.878, 1.294], [2.532, -5.076, 4.382], [-5.407, -0.839, -0.536], [-1.873, -1.326, -2.673], [-5.114, 0.344, 0.753], [2.172, -6.561, 0.704], [1.303, 0.931, 1.032], [0.165, 1.639, 6.032], [1.326, 6.073, 1.449], [3.575, 5.628, -4.126], [2.765, -4.476, 2.192], [5.433, 2.115, -5.881], [1.869, 0.079, -3.838], [-2.075, -2.792, -1.727], [-4.468, -1.006, -2.524], [1.225, 3.983, 2.661], [0.425, -5.458, -3.072], [0.101, 3.719, 1.291], [-4.530, -2.598, -1.738], [-3.942, -2.442, -3.390], [0.228, 1.906, 3.381], [1.271, -6.307, 4.709], [2.611, 2.525, -0.391], [-2.669, 2.484, -2.118], [-3.632, 1.031, -2.414], [1.544, -7.170, -1.625], [-2.207, 2.282, 2.108], [-0.878, -5.383, 1.918], [-0.445, 3.303, 6.046], [-1.887, 1.042, -2.766], [0.202, 6.425, 2.769], [-0.413, 6.099, 1.139], [0.580, -1.519, -2.449], [2.395, -6.526, 3.333]], "mulliken_spin": [0.1974, 3.9681, -0.0004, 0.0421, 0.0056, -0.0026, -0.0287, 0.0076, -0.0025, 0.0011, -0.3457, -0.0002, -0.1332, -0.0543, 0.0078, -0.0002, 0.0724, 0.0024, 0.0000, 0.0052, 0.0156, 0.0007, 0.0055, 0.0076, 0.0402, 0.2272, -0.1581, 0.0097, 0.0001, -0.0007, 0.0618, 0.0012, 0.0000, 0.0155, -0.0099, 0.0018, 0.0066, 0.0194, 0.0512, -0.0026, 0.0000, -0.0109, 0.0005, 0.0000, -0.0068, 0.0035, 0.0000, 0.0000, 0.0000, -0.0004, -0.0005, 0.0205, -0.0008, 0.0000, -0.0001, 0.0003, -0.0006, -0.0001, -0.0001, 0.0005, 0.0005, -0.0002, -0.0007, 0.0075, 0.0001, 0.0000, 0.0000, -0.0009, 0.0004, 0.0002, -0.0057, -0.0004, 0.0000, -0.0006, -0.0005, 0.0001, 0.0006, -0.0012, 0.0002, -0.0002, 0.0019, -0.0007, 0.0006, -0.0003, -0.0007, 0.0000, -0.0005, 0.0000, 0.0000, -0.0394, 0.0000], "mol_weight_da": 685.5, "e_lumo_ha": [-0.31516, -0.28924], "e_above_lowest_kcal_mol": 0.0, "homo_energy_ev": [-12.09, -12.09], "homo_lumo_gap_ev": [3.513, 4.221], "spin_multiplicity": 5, "charge": 2}


{"formula": "C2H4InO2", "method": "ωB97M-V/def2-TZVPD", "species": ["In", "O", "O", "C", "C", "H", "H", "H", "H"], "positions_angstrom": [[-1.562, 1.586, -0.252], [-1.085, -0.393, -0.881], [0.305, 1.169, 0.623], [-0.031, -0.981, -0.220], [0.735, -0.154, 0.516], [0.900, -1.376, -0.814], [-1.520, -1.012, -1.484], [1.375, -0.527, 1.314], [0.883, 1.690, 1.197]], "nbo_charge": [2.0373, -0.7238, -0.7382, 0.2032, 0.2621, 0.3740, 0.6227, 0.3438, 0.6190], "mol_weight_da": 174.9, "e_lumo_ha": [-0.75725, -0.76181], "e_above_lowest_kcal_mol": 20.0, "homo_energy_ev": [-25.51, -25.35], "homo_lumo_gap_ev": [4.903, 4.621], "charge": 3}


Q: The lowest charge belongs to which entry?
A: C4H15NO2